# 1
{
  "formula": "C4H11NO3",
  "method": "ωB97M-V with the def2-TZVPD basis set",
  "homo_ev": -8.13,
  "gap_ev": 8.96,
  "e_above_lowest_kcal_mol": 95.6,
  "symbols": ["C", "C", "C", "C", "N", "O", "O", "O", "H", "H", "H", "H", "H", "H", "H", "H", "H", "H", "H"],
  "xyz": [[-0.355, 0.440, -0.304], [0.072, -0.616, 0.587], [1.918, -0.108, 0.733], [-2.210, -0.136, -0.335], [-0.344, 1.805, 0.068], [0.060, 0.262, -1.607], [0.140, -1.907, 0.087], [2.647, -0.737, -0.293], [0.237, 1.145, -1.966], [0.207, -1.827, -0.883], [2.454, -1.686, -0.237], [-0.312, -0.578, 1.600], [-1.236, 2.116, 0.445], [0.337, 2.024, 0.787], [2.154, 0.955, 0.724], [2.205, -0.505, 1.712], [-2.825, 0.766, -0.274], [-2.629, -0.802, 0.424], [-2.522, -0.610, -1.269]],
  "forces_ev_per_angstrom": [[-6.1, -1.6, -1.1], [6.0, 1.0, 0.8], [-1.8, -1.7, 0.5], [0.7, 1.4, -0.5], [-0.1, 0.5, 1.0], [0.7, 0.1, -0.1], [-0.5, 0.4, -0.4], [-0.3, 0.0, 0.2], [-0.1, -0.3, 0.1], [0.0, 0.0, 0.3], [0.0, 0.3, 0.0], [-0.2, 0.0, -0.2], [0.1, -0.2, -0.3], [0.2, -0.2, -0.2], [-0.3, 0.0, -0.3], [0.0, 0.0, 0.0], [0.1, 0.2, 0.0], [0.9, 0.0, 0.5], [0.7, 0.1, -0.3]],
  "nbo_charge": [0.451, 0.084, -0.125, -0.719, -0.871, -0.724, -0.706, -0.718, 0.500, 0.494, 0.473, 0.200, 0.388, 0.374, 0.161, 0.150, 0.180, 0.201, 0.206]
}

=====

# 2
{
  "formula": "C3H4O2S",
  "method": "ωB97M-V with the def2-TZVPD basis set",
  "homo_ev": -9.29,
  "gap_ev": 9.39,
  "e_above_lowest_kcal_mol": 36.2,
  "symbols": ["C", "C", "C", "H", "H", "H", "H", "O", "O", "S"],
  "xyz": [[-0.193, 0.474, 0.419], [-0.840, -0.840, -0.056], [1.090, -0.236, 0.011], [0.348, 1.825, -0.840], [-0.292, 0.620, 1.500], [-1.347, -1.530, 0.621], [-1.445, -0.663, -0.948], [-0.441, 1.608, -0.323], [0.463, -1.390, -0.333], [2.659, 0.131, -0.052]],
  "forces_ev_per_angstrom": [[0.4, -0.9, 0.4], [-0.9, 0.1, -0.2], [0.5, -0.6, 0.3], [-0.1, 0.0, 0.1], [0.1, 0.3, -0.2], [-0.1, 0.5, 0.2], [0.2, -0.3, -0.1], [-0.4, 0.7, -0.2], [0.8, 0.3, -0.3], [-0.5, 0.0, -0.1]],
  "nbo_charge": [-0.006, -0.095, 0.177, 0.492, 0.197, 0.196, 0.198, -0.690, -0.459, -0.009]
}

=====

# 3
{
  "formula": "C4H4O",
  "method": "ωB97M-V with the def2-TZVPD basis set",
  "homo_ev": [-8.19, -9.60],
  "gap_ev": [6.30, 8.97],
  "e_above_lowest_kcal_mol": 131.0,
  "symbols": ["C", "C", "O", "C", "C", "H", "H", "H", "H"],
  "xyz": [[-1.138, 0.195, 0.044], [-0.143, -0.940, 0.252], [-0.980, -1.753, 0.603], [1.280, -0.764, 0.166], [1.450, 0.446, -0.338], [0.483, 1.071, -0.502], [-1.258, 0.834, 0.921], [-2.067, -0.015, -0.487], [2.373, 0.926, -0.658]],
  "forces_ev_per_angstrom": [[0.2, 0.7, -0.1], [-2.4, -0.3, 0.6], [1.1, -0.9, 0.1], [-0.4, 1.0, -0.5], [0.5, 0.2, -0.2], [0.6, -0.5, 0.1], [0.0, -0.1, -0.1], [0.4, 0.0, 0.0], [-0.1, -0.1, 0.1]],
  "nbo_charge": [-0.319, 0.435, -0.451, -0.131, -0.367, 0.193, 0.203, 0.214, 0.223]
}

=====

# 4
{
  "formula": "C15H37INO2P",
  "method": "ωB97M-V with the def2-TZVPD basis set",
  "homo_ev": -6.14,
  "gap_ev": 5.69,
  "symbols": ["C", "C", "C", "I", "P", "O", "C", "C", "C", "O", "H", "H", "H", "H", "H", "H", "H", "H", "H", "H", "H", "H", "H", "H", "H", "H", "H", "C", "C", "C", "N", "C", "C", "C", "C", "C", "C", "H", "H", "H", "H", "H", "H", "H", "H", "H", "H", "H", "H", "H", "H", "H", "H", "H", "H", "H", "H"],
  "xyz": [[-0.156, 3.887, 1.814], [-1.312, 2.890, 2.207], [-1.196, 1.529, 1.471], [-1.425, 1.856, -0.704], [-2.532, 0.201, 1.983], [-3.407, 1.318, 3.016], [-4.768, 1.403, 2.719], [-5.175, 2.693, 1.933], [-6.748, 2.703, 1.911], [-4.632, 2.744, 0.630], [-0.415, 4.860, 2.275], [0.832, 3.538, 2.155], [-0.143, 4.051, 0.724], [-1.238, 2.739, 3.294], [-2.240, 3.403, 1.919], [-0.188, 1.108, 1.651], [-1.670, -0.095, 3.134], [-3.454, -0.862, 2.400], [-3.330, 0.496, 0.818], [-1.776, -0.831, 1.251], [-5.177, 0.513, 2.199], [-5.298, 1.489, 3.691], [-4.822, 3.605, 2.438], [-7.148, 2.205, 1.013], [-7.102, 2.120, 2.783], [-7.168, 3.713, 2.015], [-4.974, 2.013, 0.118], [5.709, -1.671, -3.056], [4.525, -2.325, -3.761], [3.128, -1.846, -3.382], [2.679, -2.066, -1.945], [1.153, -1.998, -1.966], [0.538, -2.006, -0.581], [1.101, -0.897, 0.284], [2.617, -0.965, 0.331], [3.214, -0.951, -1.064], [3.111, -3.414, -1.467], [5.821, -2.018, -2.028], [6.634, -1.934, -3.568], [5.623, -0.583, -3.056], [4.595, -3.411, -3.667], [4.631, -2.124, -4.831], [2.411, -2.386, -4.002], [3.008, -0.783, -3.591], [0.891, -1.077, -2.490], [0.803, -2.849, -2.551], [-0.544, -1.881, -0.673], [0.687, -2.975, -0.093], [0.689, -0.966, 1.291], [0.788, 0.067, -0.123], [2.941, -1.855, 0.880], [3.006, -0.108, 0.885], [4.294, -1.054, -1.008], [2.973, -0.013, -1.566], [4.194, -3.431, -1.385], [2.763, -4.155, -2.183], [2.677, -3.611, -0.493]],
  "forces_ev_per_angstrom": [[-0.9, -0.1, 0.2], [1.4, 0.6, -1.3], [-0.4, 0.7, 0.8], [0.4, -0.1, 0.2], [0.4, -1.2, 0.6], [-0.4, -0.1, -0.8], [0.0, 1.4, 0.7], [-1.2, -0.9, 0.2], [0.4, -0.1, 0.5], [0.2, 0.7, 0.1], [0.5, -0.3, -0.1], [-0.3, 0.2, -0.1], [0.1, -0.1, 0.4], [-0.4, -0.2, -0.4], [0.1, -0.5, 0.4], [-0.4, 0.1, -0.3], [0.1, 0.3, 0.0], [0.0, 0.1, -0.1], [-0.1, 0.1, 0.0], [0.1, 0.2, -0.4], [0.2, 0.1, 0.0], [0.1, -0.2, -0.4], [0.1, -0.5, 0.0], [0.2, 0.3, 0.2], [0.0, 0.3, -0.4], [0.1, -0.3, -0.3], [0.0, -0.4, -0.1], [0.1, -0.1, 0.0], [0.2, 0.0, 0.1], [0.1, -0.3, -0.1], [-0.2, 0.1, -0.4], [-0.2, 0.0, 0.3], [0.0, -0.1, 0.2], [0.1, 0.1, 0.2], [-0.2, -0.2, 0.1], [0.1, 0.0, 0.4], [0.0, 0.3, 0.1], [0.0, 0.1, 0.0], [0.0, 0.0, 0.0], [0.0, 0.0, 0.0], [-0.1, 0.0, 0.0], [-0.2, 0.0, 0.0], [0.0, 0.0, 0.1], [0.0, 0.0, 0.1], [0.1, 0.0, 0.0], [0.2, 0.0, -0.1], [0.0, 0.0, -0.1], [0.0, 0.0, -0.1], [-0.1, 0.0, -0.1], [0.0, 0.0, 0.0], [0.1, 0.0, 0.0], [0.1, 0.0, -0.1], [0.0, 0.0, -0.2], [-0.1, -0.1, -0.1], [0.0, 0.0, 0.0], [0.0, 0.0, 0.0], [0.0, 0.0, -0.1]],
  "nbo_charge": [-0.619, -0.456, -0.528, -0.075, 0.848, -0.844, -0.084, 0.076, -0.643, -0.720, 0.200, 0.184, 0.207, 0.227, 0.220, 0.171, -0.167, -0.166, -0.169, -0.211, 0.167, 0.164, 0.172, 0.200, 0.204, 0.208, 0.464, -0.615, -0.429, -0.203, -0.211, -0.208, -0.438, -0.435, -0.416, -0.217, -0.418, 0.197, 0.233, 0.215, 0.211, 0.238, 0.224, 0.227, 0.234, 0.217, 0.282, 0.198, 0.258, 0.240, 0.199, 0.246, 0.223, 0.227, 0.225, 0.226, 0.242]
}

=====

# 5
{
  "formula": "C5H12N2",
  "method": "ωB97M-V with the def2-TZVPD basis set",
  "homo_ev": -8.60,
  "gap_ev": 9.66,
  "smiles": "CNN1CC1(C)C",
  "e_above_lowest_kcal_mol": 80.9,
  "symbols": ["C", "C", "C", "C", "C", "N", "N", "H", "H", "H", "H", "H", "H", "H", "H", "H", "H", "H", "H"],
  "xyz": [[-0.401, 1.231, 0.423], [-1.062, -0.080, 0.026], [-1.112, -1.242, 0.957], [-1.945, 0.120, -1.130], [2.752, 0.141, -0.295], [0.371, 0.320, -0.453], [1.454, -0.448, 0.150], [-0.846, 2.136, 0.052], [-0.009, 1.362, 1.494], [-0.824, -2.059, 0.327], [-2.098, -1.352, 1.146], [-0.530, -1.030, 1.826], [-2.771, 0.686, -0.918], [-2.360, -0.801, -1.529], [-1.415, 0.670, -1.943], [3.135, 1.110, 0.200], [3.609, -0.521, -0.078], [2.820, 0.265, -1.362], [1.231, -0.507, 1.105]],
  "forces_ev_per_angstrom": [[0.6, -1.2, 2.2], [3.7, 2.3, -0.2], [1.4, 1.2, -2.0], [0.7, -1.2, -1.9], [1.1, 0.4, 2.0], [-0.9, -0.2, 0.2], [-0.1, 1.3, -2.6], [0.3, 0.3, -0.5], [-0.6, -0.4, -1.5], [0.6, -1.0, 0.3], [-3.2, -0.7, 1.4], [0.3, -0.5, 0.6], [-2.2, 1.6, 0.9], [0.2, -0.4, -0.2], [-0.2, -0.6, 0.6], [-1.2, -0.9, -0.6], [-0.7, -0.3, 0.2], [-0.7, 0.1, -0.4], [0.9, 0.1, 1.6]],
  "nbo_charge": [-0.288, 0.090, -0.619, -0.618, -0.424, -0.271, -0.476, 0.202, 0.182, 0.228, 0.217, 0.208, 0.204, 0.209, 0.239, 0.168, 0.199, 0.216, 0.336]
}

=====

# 6
{
  "formula": "C2H4INO",
  "method": "ωB97M-V with the def2-TZVPD basis set",
  "homo_ev": -9.44,
  "gap_ev": 9.85,
  "smiles": "[H]/N=C(\\I)CO",
  "e_above_lowest_kcal_mol": 24.4,
  "symbols": ["C", "C", "N", "O", "I", "H", "H", "H", "H"],
  "xyz": [[-0.262, 0.220, 0.635], [0.162, -0.783, -0.334], [-1.423, 0.526, 0.946], [1.040, -0.325, -1.316], [1.476, 1.462, 1.182], [-0.722, -1.110, -0.906], [0.901, -1.623, 0.318], [-1.571, 1.424, 1.366], [0.400, 0.210, -1.891]],
  "forces_ev_per_angstrom": [[0.3, 2.4, 0.6], [2.2, -3.9, 1.1], [-0.2, -0.7, -0.9], [-1.4, 1.9, -1.5], [-0.3, -0.1, 0.2], [0.0, -0.9, 1.1], [-2.7, 1.9, -1.9], [0.2, 0.2, 0.8], [1.9, -0.8, 0.7]],
  "nbo_charge": [0.223, -0.167, -0.610, -0.681, -0.025, 0.209, 0.209, 0.376, 0.465]
}